No. 1
This record from OMol25 describes a single C5H8N2 molecule in a non-equilibrium geometry. The level of theory is wB97M-V/def2-TZVPD.

XYZ file:
```
15
C5H8N2 (wB97M-V/def2-TZVPD)
N -1.317 0.114 0.785
C 0.211 0.410 -0.701
H 0.037 -1.647 -1.649
H -1.949 -1.884 0.240
C -1.295 -1.053 -0.009
N -0.488 1.066 0.173
H 2.181 0.366 -1.552
C 1.338 1.053 -1.424
H -0.886 -0.968 2.568
H 0.549 -0.360 1.315
C -0.313 -0.929 -0.920
H 0.967 1.344 -2.407
H -0.280 0.728 2.527
C -0.437 -0.179 1.939
H 1.681 1.940 -0.886
```

Properties
* energy relative to the best compared isomer or geometry (same formula, charge and spin): 51.7 kcal/mol
* structure (SMILES): Cc1ccn(C)n1
* E_HOMO: -9.445 eV
* LUMO level: 1.058 eV
* calculated total energy: -304.753030 Eh
* gap between HOMO and LUMO: 10.5 eV
* charge: 0
* spin multiplicity: 1
* F_max: 2.77 eV/A

Atom charges from the Mulliken analysis, given in e for atoms 1 to 5:
1 N -0.059
2 C 0.699
3 H 0.388
4 H 0.415
5 C -0.460



No. 2
This record from OMol25 describes a single C5H8N2 molecule in a non-equilibrium geometry. The level of theory is wB97M-V/def2-TZVPD.

XYZ file:
```
15
C5H8N2 (wB97M-V/def2-TZVPD)
H 1.093 1.666 0.544
N 0.579 0.083 -0.384
H 2.518 -0.647 -0.908
H 1.959 -0.891 0.814
H 0.470 -2.366 -0.184
H -2.628 -0.144 0.434
C -1.632 0.214 0.198
H -1.765 2.364 0.442
C -0.495 -0.639 -0.148
H -1.159 -2.495 0.373
C -1.177 1.478 0.233
C 1.979 -0.231 -0.061
N -0.473 -1.986 -0.161
C 0.262 1.483 -0.159
H 0.468 2.113 -1.033
```

Properties
* energy relative to the best compared isomer or geometry (same formula, charge and spin): 77.9 kcal/mol
* E_HOMO: -6.031 eV
* LUMO level: 0.437 eV
* calculated total energy: -304.711362 Eh
* gap between HOMO and LUMO: 6.5 eV
* charge: 0
* spin multiplicity: 1
* F_max: 1.19 eV/A

Atom charges from the Mulliken analysis, given in e for atoms 1 to 5:
1 H 0.374
2 N 0.070
3 H 0.223
4 H 0.261
5 H 0.329



No. 3
This record from OMol25 describes a single C5H8N2 molecule in a non-equilibrium geometry. The level of theory is wB97M-V/def2-TZVPD.

XYZ file:
```
15
C5H8N2 (wB97M-V/def2-TZVPD)
C -1.693 -0.724 0.673
C 1.786 0.066 0.984
H -0.486 1.675 -0.472
H -1.612 -1.467 1.473
C 0.950 0.764 -1.652
N 2.011 0.793 -2.114
N 0.543 0.254 1.136
H 0.148 -1.289 -0.281
H -2.200 0.157 1.077
H 2.204 -0.662 0.277
C -0.349 0.707 -0.969
H -2.315 -1.156 -0.121
H -1.169 0.570 -1.679
C -0.310 -0.376 0.136
H 2.492 0.688 1.531
```

Properties
* energy relative to the best compared isomer or geometry (same formula, charge and spin): 25.9 kcal/mol
* structure (SMILES): C=N[C@@H](C)CC#N
* E_HOMO: -10.130 eV
* LUMO level: 0.978 eV
* calculated total energy: -304.794163 Eh
* gap between HOMO and LUMO: 11.1 eV
* charge: 0
* spin multiplicity: 1
* F_max: 1.23 eV/A

Atom charges from the Mulliken analysis, given in e for atoms 1 to 5:
1 C -1.483
2 C -0.371
3 H 0.324
4 H 0.361
5 C 0.233



No. 4
This record from OMol25 describes a single C5H8N2 molecule in a non-equilibrium geometry. The level of theory is wB97M-V/def2-TZVPD.

XYZ file:
```
15
C5H8N2 (wB97M-V/def2-TZVPD)
H -2.047 -0.056 1.069
H 1.476 -0.714 -0.852
N 2.617 2.331 0.067
H -2.505 0.123 -0.648
H 1.739 -1.213 0.710
C -0.915 -1.250 -0.318
C 1.735 1.607 0.262
N 1.065 -0.752 0.082
H -0.470 1.358 -1.238
C -0.587 0.989 -0.221
C 0.651 0.639 0.493
H -0.795 -1.470 -1.374
H 0.496 0.553 1.582
C -1.670 -0.045 0.039
H -0.789 -2.101 0.346
```

Properties
* energy relative to the best compared isomer or geometry (same formula, charge and spin): 109.8 kcal/mol
* E_HOMO (alpha / beta): -6.731 / -6.732 eV
* LUMO level (alpha / beta): 0.160 / 0.160 eV
* calculated total energy: -304.660552 Eh
* gap between HOMO and LUMO (alpha / beta): 6.9 / 6.9 eV
* charge: 0
* spin multiplicity: 1
* F_max: 1.12 eV/A

Atom charges from the Mulliken analysis, given in e for atoms 1 to 5:
1 H 0.241
2 H 0.384
3 N -0.451
4 H 0.259
5 H 0.287



No. 5
This record from OMol25 describes a single C5H8N2 molecule in a non-equilibrium geometry. The level of theory is wB97M-V/def2-TZVPD.

XYZ file:
```
15
C5H8N2 (wB97M-V/def2-TZVPD)
C 1.346 -0.394 -0.978
C 0.330 -1.438 -0.570
N -0.515 0.475 0.396
H 0.189 -2.404 -1.077
C -0.158 -0.019 -0.900
H 2.087 -0.063 -0.230
H -1.139 1.643 1.780
C 0.008 -1.463 0.906
H -0.865 0.281 -1.724
H -0.027 -2.308 1.524
H -0.170 2.603 0.517
C -0.877 1.827 0.738
H 1.928 -0.551 -1.907
H -1.727 2.190 0.169
N -0.409 -0.380 1.357
```

Properties
* energy relative to the best compared isomer or geometry (same formula, charge and spin): 69.0 kcal/mol
* structure (SMILES): CN1N=C[C@@H]2C[C@@H]21
* E_HOMO: -7.649 eV
* LUMO level: 1.108 eV
* calculated total energy: -304.725463 Eh
* gap between HOMO and LUMO: 8.8 eV
* charge: 0
* spin multiplicity: 1
* F_max: 3.70 eV/A

Atom charges from the Mulliken analysis, given in e for atoms 1 to 5:
1 C -0.680
2 C -0.160
3 N 0.616
4 H 0.358
5 C -0.356



No. 6
This record from OMol25 describes a single C5H8N2 molecule in a non-equilibrium geometry. The level of theory is wB97M-V/def2-TZVPD.

XYZ file:
```
15
C5H8N2 (wB97M-V/def2-TZVPD)
C 1.732 0.426 0.331
N 0.299 0.404 0.665
H -0.110 1.761 -0.984
C -1.807 -0.988 0.418
C -0.660 -0.249 -0.228
H -0.257 -0.720 -1.127
H -2.178 -0.444 1.293
H -1.360 1.781 0.366
C 2.179 -0.510 -0.715
N 2.543 -1.248 -1.528
C -0.578 1.228 -0.156
H 2.021 1.434 0.010
H 2.325 0.200 1.226
H -1.526 -1.998 0.736
H -2.623 -1.077 -0.306
```

Properties
* energy relative to the best compared isomer or geometry (same formula, charge and spin): 40.4 kcal/mol
* structure (SMILES): C[C@H]1CN1CC#N
* E_HOMO: -9.678 eV
* LUMO level: 0.943 eV
* calculated total energy: -304.771056 Eh
* gap between HOMO and LUMO: 10.6 eV
* charge: 0
* spin multiplicity: 1
* F_max: 1.12 eV/A

Atom charges from the Mulliken analysis, given in e for atoms 1 to 5:
1 C -0.486
2 N -0.315
3 H 0.318
4 C -1.391
5 C 0.250



No. 7
This record from OMol25 describes a 2-piece molecular cluster, C5H8N2 overall in a non-equilibrium geometry. The level of theory is wB97M-V/def2-TZVPD.

XYZ file:
```
15
C5H8N2 (wB97M-V/def2-TZVPD)
H 2.117 -1.376 0.198
C -1.092 2.314 -0.672
H -0.651 -1.179 1.547
N -2.117 -0.233 -1.159
H 0.587 -2.435 1.766
H -0.184 1.714 -0.503
H -2.025 2.026 -0.202
C 0.427 -1.364 1.597
H 0.920 -0.929 -1.900
N 1.034 0.428 -0.153
H 0.829 -0.822 2.460
C -0.992 -0.518 -1.056
H -1.046 3.305 -1.124
C 1.131 -0.911 0.336
C 0.452 -0.636 -0.958
```

Properties
* energy relative to the best compared isomer or geometry (same formula, charge and spin): 134.1 kcal/mol
* E_HOMO (alpha / beta): -10.643 / -8.065 eV
* LUMO level (alpha / beta): 0.668 / -1.516 eV
* calculated total energy: -304.621784 Eh
* gap between HOMO and LUMO (alpha / beta): 11.3 / 6.5 eV
* charge: 0
* spin multiplicity: 1
* F_max: 2.09 eV/A

Atom charges from the Mulliken analysis, given in e for atoms 1 to 5:
1 H 0.365
2 C -0.959
3 H 0.344
4 N -0.487
5 H 0.308



No. 8
This record from OMol25 describes a single C5H8N2 molecule in a non-equilibrium geometry. The level of theory is wB97M-V/def2-TZVPD.

XYZ file:
```
15
C5H8N2 (wB97M-V/def2-TZVPD)
H 1.287 0.583 -1.651
H -0.384 1.945 0.196
C 2.030 0.472 0.319
C 1.214 -0.074 -0.774
H -1.223 1.432 -1.286
C -0.212 -0.161 -0.217
N 2.541 0.896 1.266
H 1.579 -1.068 -1.055
H -1.918 -1.267 -0.420
C -0.402 -1.065 0.932
C -0.977 1.141 -0.257
H -1.913 1.057 0.308
H 0.437 -1.661 1.286
N -0.912 -1.430 -0.399
H -1.102 -0.749 1.705
```

Properties
* energy relative to the best compared isomer or geometry (same formula, charge and spin): 30.5 kcal/mol
* structure (SMILES): C[C@@]1(CC#N)CN1
* E_HOMO: -9.983 eV
* LUMO level: 0.877 eV
* calculated total energy: -304.786911 Eh
* gap between HOMO and LUMO: 10.9 eV
* charge: 0
* spin multiplicity: 1
* F_max: 1.11 eV/A

Atom charges from the Mulliken analysis, given in e for atoms 1 to 5:
1 H 0.297
2 H 0.336
3 C 0.278
4 C -0.736
5 H 0.325



No. 9
This record from OMol25 describes a 2-piece molecular cluster, C5H8N2 overall in a non-equilibrium geometry. The level of theory is wB97M-V/def2-TZVPD.

XYZ file:
```
15
C5H8N2 (wB97M-V/def2-TZVPD)
C 4.235 1.793 0.529
N 5.329 2.416 0.129
H -1.806 0.612 -0.203
H -0.547 -3.051 0.401
H 5.348 3.416 0.256
C -1.635 -1.437 -0.319
C -0.962 -2.535 -0.450
H -0.772 -2.974 -1.417
C -3.805 -0.288 0.001
H 6.203 1.942 0.297
C -2.318 -0.343 -0.185
H -4.046 0.207 0.942
H -4.231 -1.288 0.009
H -4.263 0.284 -0.806
N 3.271 1.244 0.815
```

Properties
* energy relative to the best compared isomer or geometry (same formula, charge and spin): 57.6 kcal/mol
* structure (SMILES): C=C=CC.N#CN
* E_HOMO: -9.190 eV
* LUMO level: 0.568 eV
* calculated total energy: -304.743638 Eh
* gap between HOMO and LUMO: 9.8 eV
* charge: 0
* spin multiplicity: 1
* F_max: 1.10 eV/A

Atom charges from the Mulliken analysis, given in e for atoms 1 to 5:
1 C 0.317
2 N -0.459
3 H 0.326
4 H 0.235
5 H 0.244



No. 10
This record from OMol25 describes a single C5H8N2 molecule in a non-equilibrium geometry. The level of theory is wB97M-V/def2-TZVPD.

XYZ file:
```
15
C5H8N2 (wB97M-V/def2-TZVPD)
H -2.364 0.908 -0.691
N 1.394 2.671 0.579
H 2.741 -0.690 0.566
N 1.940 -0.742 -0.055
C 0.843 0.088 0.412
H -0.123 0.196 -1.538
C 1.168 1.537 0.527
H -1.292 -1.729 0.606
C -1.412 -1.073 -0.254
H -1.779 0.718 1.028
C -1.706 0.384 -0.004
H 0.570 -0.263 1.414
H 2.255 -0.431 -0.969
H -1.876 -1.538 -1.120
C -0.359 -0.037 -0.502
```

Properties
* energy relative to the best compared isomer or geometry (same formula, charge and spin): 29.1 kcal/mol
* structure (SMILES): N#C[C@H](N)C1CC1
* E_HOMO: -10.342 eV
* LUMO level: 0.925 eV
* calculated total energy: -304.789098 Eh
* gap between HOMO and LUMO: 11.3 eV
* charge: 0
* spin multiplicity: 1
* F_max: 1.13 eV/A

Atom charges from the Mulliken analysis, given in e for atoms 1 to 5:
1 H 0.262
2 N -0.449
3 H 0.263
4 N -0.633
5 C 0.154



No. 11
This record from OMol25 describes a single C5H8N2 molecule in a non-equilibrium geometry. The level of theory is wB97M-V/def2-TZVPD.

XYZ file:
```
15
C5H8N2 (wB97M-V/def2-TZVPD)
H -1.639 -1.649 -2.551
C -0.449 -0.627 -0.201
C -1.127 2.072 2.479
C 1.694 0.843 0.351
H 1.859 1.227 -0.658
C -0.709 1.276 1.597
H 0.984 -1.460 -1.496
H -1.334 -2.619 -1.302
N -0.055 -1.285 -1.334
H -1.431 2.944 2.995
C 0.284 0.289 0.491
H -1.429 -0.684 0.175
H 2.431 0.055 0.494
H 1.837 1.749 0.990
N -0.918 -2.130 -2.030
```

Properties
* energy relative to the best compared isomer or geometry (same formula, charge and spin): 122.8 kcal/mol
* structure (SMILES): C#C/C(C)=C/NN
* E_HOMO: -7.972 eV
* LUMO level: 0.908 eV
* calculated total energy: -304.639727 Eh
* gap between HOMO and LUMO: 8.9 eV
* charge: 0
* spin multiplicity: 1
* F_max: 5.43 eV/A

Atom charges from the Mulliken analysis, given in e for atoms 1 to 5:
1 H 0.254
2 C -0.255
3 C -0.164
4 C -1.080
5 H 0.311



No. 12
This record from OMol25 describes a single C5H8N2 molecule in a non-equilibrium geometry. The level of theory is wB97M-V/def2-TZVPD.

XYZ file:
```
15
C5H8N2 (wB97M-V/def2-TZVPD)
H -0.957 -2.734 -1.279
H 0.443 -2.053 1.441
H 0.070 2.847 0.467
H 1.101 2.368 1.811
C 0.015 0.389 -0.666
C 0.434 -1.165 0.824
C -0.323 -0.903 -0.342
C 0.983 2.269 0.719
N 1.136 -0.113 1.211
C -1.365 -1.768 -0.974
H -2.182 -1.956 -0.264
H 1.864 2.258 0.101
H -1.802 -1.281 -1.851
N 0.824 0.836 0.328
H -0.241 1.005 -1.525
```

Properties
* energy relative to the best compared isomer or geometry (same formula, charge and spin): 35.6 kcal/mol
* structure (SMILES): Cc1cnn(C)c1
* E_HOMO: -8.719 eV
* LUMO level: 1.005 eV
* calculated total energy: -304.778712 Eh
* gap between HOMO and LUMO: 9.7 eV
* charge: 0
* spin multiplicity: 1
* F_max: 2.99 eV/A

Atom charges from the Mulliken analysis, given in e for atoms 1 to 5:
1 H 0.292
2 H 0.445
3 H 0.257
4 H 0.252
5 C -0.468



> Which of these has the lowest energy relative to the best compared isomer or geometry (same formula, charge and spin)?

number 3



> What is the charge in the tenth record?

0



> Which formula does entry 6 have?

C5H8N2